DFT (wB97M-V/def2-TZVPD) results for a molecular structure, C12H17AsBrNOS4W.

Charge ... +2
M ... 658.21 g/mol
HOMO-LUMO gap ... 6.76 eV
E_tot ... -7066.47672 a.u.
HOMO ... -15.212 eV
Energy relative to the best compared isomer or geometry (same formula, charge and spin) ... 6.8 kcal/mol

Last column: Mulliken charge in e.
Geometry (Å):
W  0.1353  0.4541  0.0226  0.8644
S  0.0000  -1.8272  -0.9394  -0.2150
As  0.7983  -0.3852  -2.2841  0.4870
S  -0.1549  2.5261  -1.0327  -0.1469
S  2.1211  0.8710  0.4772  0.0304
S  1.5769  -0.4853  -4.1309  -0.1086
C  -3.9988  1.7835  -3.6641  -1.6167
C  -3.8485  0.8160  -2.4597  1.6525
C  -3.7528  -0.6330  -2.9668  -1.3739
C  -5.0323  0.9963  -1.5026  -1.3895
C  -2.5864  1.2030  -1.8551  1.0915
C  -1.5174  1.5258  -1.3441  -1.2456
H  -4.9189  1.5177  -4.1846  0.4235
H  -3.1671  1.6870  -4.3604  0.4050
H  -4.0769  2.8188  -3.3356  0.4145
H  -4.6885  -0.8928  -3.4608  0.4056
H  -3.6028  -1.3324  -2.1426  0.2898
H  -2.9416  -0.7479  -3.6859  0.3781
H  -5.9577  0.8564  -2.0606  0.4153
H  -5.0447  1.9980  -1.0730  0.3809
H  -5.0145  0.2616  -0.7003  0.3052
C  0.8827  -0.7806  3.0300  -0.6979
O  0.1243  -0.9438  1.7946  -0.3090
H  1.9283  -1.0251  2.8519  0.3388
H  0.4510  -1.4314  3.7858  0.3241
H  0.7801  0.2578  3.3303  0.2842
H  0.1094  -1.8791  1.5527  0.2801
Br  -2.8212  -0.6762  1.0917  0.0239
C  -2.2641  0.8901  1.9825  0.5339
C  -3.0610  1.4322  2.9698  -0.7410
C  -2.6271  2.5862  3.6012  -0.2615
C  -1.4205  3.1577  3.2168  -0.7837
C  -0.6912  2.5619  2.2153  -0.2262
N  -1.0960  1.4276  1.5996  -0.1150
H  -3.9966  0.9581  3.2287  0.4954
H  -3.2274  3.0357  4.3809  0.4455
H  -1.0485  4.0592  3.6815  0.4892
H  0.2412  2.9847  1.8691  0.4717